{
  "formula": "C6H7N",
  "method": "ωB97M-V/def2-TZVPD",
  "e_above_lowest_kcal_mol": 129.8,
  "homo_ev": -8.08,
  "orbital_gap_ev": 9.273,
  "smiles": "C[C@@]12[C@@H]3[C@H]4[C@@H]3N1[C@H]42",
  "e_lumo_ev": 1.192,
  "symbols": ["C", "C", "C", "C", "C", "N", "C", "H", "H", "H", "H", "H", "H", "H"],
  "coordinates": [[-0.30477, -1.86298, 0.74583], [0.03388, -0.49808, 0.21417], [0.66724, 0.16753, -1.02189], [0.82381, 1.45916, -0.22200], [-0.38118, 1.25689, -1.06827], [-1.14877, 0.54197, 0.00170], [0.00464, 0.78367, 0.89772], [0.03267, -2.09155, 1.76812], [0.02759, -2.68197, 0.10340], [-1.39360, -1.84342, 0.75919], [0.98445, -0.23389, -1.96488], [1.66965, 2.12828, -0.20666], [-0.75593, 1.83792, -1.91678], [-0.25967, 1.03645, 1.91036]],
  "forces_ev_per_a": [[-0.25, 0.01, -0.20], [-1.94, 0.22, -0.76], [0.44, 0.11, -0.75], [0.42, 0.31, 0.13], [0.21, -0.86, -0.60], [-0.46, -0.11, 1.02], [0.20, 0.47, 0.74], [0.16, 0.42, -0.36], [-0.05, 0.19, -0.07], [-0.12, -0.46, 0.11], [1.05, -0.10, 0.13], [-0.21, 0.27, -0.08], [-0.03, -0.50, 0.37], [0.59, 0.02, 0.33]],
  "lowdin_charge": [-0.015, -0.293, -0.089, -0.080, -0.174, 0.075, -0.169, 0.079, 0.075, 0.077, 0.122, 0.121, 0.137, 0.135]
}

---

{
  "formula": "C6H7N",
  "method": "ωB97M-V/def2-TZVPD",
  "e_above_lowest_kcal_mol": 105.6,
  "homo_ev": -8.66,
  "orbital_gap_ev": 9.241,
  "smiles": "[H]/N=c1\\c(C)c1C=C",
  "e_lumo_ev": 0.578,
  "symbols": ["H", "N", "C", "C", "C", "C", "C", "C", "H", "H", "H", "H", "H", "H"],
  "coordinates": [[0.46343, -3.24857, -1.94852], [0.98016, -2.51555, -1.32355], [0.32417, -1.62792, -0.74969], [-0.73403, -0.69483, -0.43602], [-2.17313, -0.11329, -0.54655], [0.55937, -0.46387, 0.04998], [1.32766, 0.54796, 1.02079], [2.57211, 1.08543, 0.94978], [-2.40306, 0.27413, -1.50765], [-2.25418, 0.63439, 0.32941], [-2.86417, -1.02599, -0.49800], [0.59629, 1.03679, 1.65824], [3.10956, 0.80622, 0.05752], [2.92756, 1.70542, 1.71174]],
  "forces_ev_per_a": [[0.77, 2.11, 1.61], [-0.28, -3.31, -1.97], [-0.01, 1.31, -0.02], [1.57, 1.21, 0.62], [1.06, -2.02, 2.36], [-1.63, 1.85, 1.12], [-0.86, -0.17, -1.79], [-2.61, -2.61, -1.68], [0.25, 0.84, -0.78], [-0.44, -1.22, -1.65], [0.68, 1.43, 0.57], [0.15, -0.52, 0.59], [0.86, 0.00, 0.32], [0.50, 1.09, 0.69]],
  "lowdin_charge": [0.079, 0.064, -0.407, -0.063, -0.036, 0.004, -0.084, 0.023, 0.046, 0.102, 0.094, 0.080, 0.061, 0.036]
}

---

{
  "formula": "C6H7N",
  "method": "ωB97M-V/def2-TZVPD",
  "e_above_lowest_kcal_mol": 98.7,
  "homo_ev": [-8.33, -8.33],
  "orbital_gap_ev": [8.337, 8.336],
  "e_lumo_ev": [0.002, 0.002],
  "symbols": ["N", "C", "C", "C", "C", "C", "C", "H", "H", "H", "H", "H", "H", "H"],
  "coordinates": [[-0.37680, 3.42150, -0.41003], [-0.34155, 2.29421, -0.12296], [-0.19574, 0.89546, 0.30785], [1.10393, 0.25419, -0.17301], [0.91451, -1.23956, -0.09201], [-0.34040, -1.69313, -0.07752], [-1.43358, -0.71772, -0.09709], [-0.35507, 0.83622, 1.37297], [1.32899, 0.56023, -1.20849], [1.93518, 0.59582, 0.45252], [1.77160, -1.90041, -0.08532], [-0.55979, -2.76279, 0.01183], [-1.31245, 0.26722, -0.61430], [-2.13883, -0.81125, 0.73556]],
  "forces_ev_per_a": [[-0.02, -1.64, 0.30], [-0.38, 0.59, -0.18], [0.32, -0.27, 0.67], [0.08, -0.12, 0.10], [0.08, -0.19, -0.06], [0.24, 0.36, -0.08], [1.00, 1.49, 0.73], [0.27, 0.08, 0.32], [-0.12, 0.01, 0.27], [0.05, -0.06, -0.15], [0.00, 0.01, -0.06], [-0.06, 0.47, -0.07], [-1.47, -1.18, -1.38], [0.01, 0.46, -0.42]],
  "lowdin_charge": [0.144, -0.207, -0.189, -0.186, -0.120, -0.166, 0.017, 0.122, 0.124, 0.114, 0.098, 0.110, 0.056, 0.082]
}

---

{
  "formula": "C6H7N",
  "method": "ωB97M-V/def2-TZVPD",
  "e_above_lowest_kcal_mol": 165.5,
  "homo_ev": -8.09,
  "orbital_gap_ev": 9.091,
  "e_lumo_ev": 0.997,
  "symbols": ["C", "C", "C", "C", "C", "C", "N", "H", "H", "H", "H", "H", "H", "H"],
  "coordinates": [[0.33220, -1.63284, 0.13250], [-0.81155, -0.73336, 0.02837], [0.95644, -1.34405, 1.19027], [0.36720, 1.19883, -1.32463], [-0.77155, 1.92705, -0.71747], [-0.60399, 0.44596, -0.64301], [0.84277, -1.53998, 2.37186], [0.64196, -2.45555, -0.55447], [0.06280, 1.10202, -2.39776], [1.39799, 1.05053, -1.21124], [-0.62228, 2.13386, 0.37227], [-1.41076, 2.52912, -1.26057], [-1.67825, -1.48537, 0.82955], [1.29700, -1.19623, 3.18432]],
  "forces_ev_per_a": [[0.15, -1.03, -5.45], [-1.54, -0.43, 0.01], [0.89, -1.01, 2.46], [-0.29, -0.80, -3.42], [1.12, -1.25, 4.09], [-3.30, -2.91, 2.34], [-0.02, -0.46, 2.86], [-0.40, 0.89, 0.52], [0.83, 0.10, 0.47], [1.45, 0.72, 0.74], [-0.24, 0.92, -1.08], [-1.28, 0.86, -1.07], [1.70, 3.54, -2.57], [0.94, 0.86, 0.10]],
  "lowdin_charge": [-0.201, -0.073, -0.249, -0.136, -0.064, -0.265, 0.160, 0.129, 0.136, 0.094, 0.127, 0.073, 0.221, 0.047]
}

---

{
  "formula": "C6H7N",
  "method": "ωB97M-V/def2-TZVPD",
  "e_above_lowest_kcal_mol": 102.9,
  "homo_ev": -8.01,
  "orbital_gap_ev": 8.904,
  "e_lumo_ev": 0.898,
  "symbols": ["C", "C", "C", "C", "C", "C", "N", "H", "H", "H", "H", "H", "H", "H"],
  "coordinates": [[-0.15452, 0.84620, 0.96077], [1.09702, 0.43704, 0.36269], [2.28271, 0.03868, 0.28400], [0.29744, -0.22584, -0.72577], [-0.98129, 0.24843, 0.07447], [-2.41464, 0.10221, -0.10182], [3.41846, -0.13661, -0.15120], [-0.12096, 1.06325, 2.07555], [0.48560, -0.02550, -1.86470], [0.47580, -1.37086, -0.73033], [-2.70089, -0.03033, 0.90618], [-2.72087, -0.83575, -0.58505], [-2.88534, 0.87877, -0.62220], [3.92147, -0.98969, 0.11740]],
  "forces_ev_per_a": [[0.57, -0.52, 3.45], [-2.61, 0.27, -1.15], [3.93, 0.19, 0.29], [-1.63, -2.46, -2.97], [3.11, 0.28, -1.71], [0.36, -2.09, 0.30], [0.59, -0.39, 0.36], [-1.05, 0.49, -1.57], [-0.44, 0.51, 2.10], [-0.70, 1.56, 0.42], [-1.44, 0.39, 1.14], [0.45, 0.17, -0.13], [-0.70, 1.37, -0.46], [-0.42, 0.24, -0.05]],
  "lowdin_charge": [-0.016, -0.260, -0.186, -0.104, -0.229, -0.047, 0.136, 0.132, 0.142, 0.136, 0.071, 0.093, 0.067, 0.065]
}

---

{
  "formula": "C6H7N",
  "method": "ωB97M-V/def2-TZVPD",
  "e_above_lowest_kcal_mol": 145.6,
  "homo_ev": -7.33,
  "orbital_gap_ev": 8.048,
  "e_lumo_ev": 0.715,
  "symbols": ["C", "C", "C", "C", "C", "C", "N", "H", "H", "H", "H", "H", "H", "H"],
  "coordinates": [[0.52873, -1.07910, -2.06920], [-0.02953, -0.42662, 1.73358], [-0.86574, 1.35824, -0.06140], [1.03806, 0.52110, 1.16237], [-0.38757, 0.82126, 1.05673], [1.04547, 0.49660, -0.31128], [1.03001, -0.47500, -1.07474], [-0.51380, -0.97459, -2.33038], [1.15615, -1.72908, -2.65903], [-0.21533, -1.38079, 1.25790], [-0.13519, -0.43515, 2.80942], [-1.87961, 1.17341, -0.39814], [-0.40124, 2.23983, -0.47532], [1.80333, 0.99861, 1.74611]],
  "forces_ev_per_a": [[0.00, -0.58, -0.06], [-0.16, -0.13, 0.11], [-2.33, 1.42, 0.66], [-0.19, -0.35, -0.31], [0.09, -0.21, -0.06], [2.68, 0.40, 0.56], [0.04, -0.47, -0.81], [-0.26, 0.18, -0.05], [0.02, -0.18, -0.01], [0.01, -0.05, -0.08], [0.01, 0.07, 0.13], [-0.03, -0.23, -0.13], [0.12, -0.05, -0.11], [0.00, 0.19, 0.17]],
  "lowdin_charge": [-0.039, -0.035, 0.046, -0.177, -0.237, -0.122, -0.038, 0.060, 0.053, 0.101, 0.100, 0.080, 0.082, 0.125]
}

---

Number 6 is which compound? C6H7N